This record from the OMol25 dataset describes a molecular structure, C44H51Cl2LuN5O6PTe at a distorted geometry. The level of theory is ωB97M-V/def2-TZVPD.

Properties
E_tot in Eh: -5198.04120
HOMO-LUMO gap (alpha / beta) in eV: 4.127 / 6.687
<S²>: 0.789
LUMO energy (alpha / beta) in eV: 2.10 / 2.10
F_max in eV Å⁻¹: 1.68

The geometry in ORCA input format:
```
! RIJCOSX wB97M-V def2-TZVPD def2/J DEFGRID3
* xyz -1 2
Lu 0.39 -0.18 0.32
O 0.67 -1.73 -1.65
C 0.47 -1.69 -3.04
C 1.00 -2.70 -3.82
C 0.75 -2.74 -5.19
C -0.06 -1.74 -5.76
C -0.57 -0.73 -4.97
C -0.31 -0.64 -3.57
C -0.83 0.46 -2.86
N -0.70 0.71 -1.54
N -1.40 1.84 -1.18
C -1.39 2.11 0.08
O -0.82 1.37 1.03
C -2.08 3.35 0.53
C -2.68 4.24 -0.36
C -3.35 5.37 0.11
C -3.42 5.63 1.47
C -2.82 4.76 2.36
C -2.15 3.63 1.89
H 1.61 -3.46 -3.35
H 1.18 -3.52 -5.80
H -0.28 -1.76 -6.82
H -1.17 0.05 -5.42
H -1.42 1.18 -3.42
H -2.62 4.03 -1.42
H -3.80 6.05 -0.60
H -3.95 6.51 1.83
H -2.86 4.96 3.43
H -1.69 2.93 2.58
N -0.47 -1.07 2.76
N 0.66 -1.68 3.35
C 1.90 -1.14 2.95
O 2.83 -1.18 3.74
O 1.90 -0.71 1.74
H -0.73 -0.24 3.28
H -1.23 -1.73 2.72
H 0.63 -1.83 4.35
Cl 1.12 1.97 3.35
C 1.41 3.18 2.06
Cl 1.85 2.50 0.48
H 2.26 3.78 2.38
H 0.51 3.76 1.93
C -3.72 -0.74 -1.65
P -3.31 -0.91 0.07
C -4.00 0.53 0.88
C -4.29 -2.28 0.69
O -1.86 -1.15 0.35
H -4.80 -0.61 -1.76
H -3.40 -1.63 -2.19
H -3.19 0.12 -2.05
H -5.08 0.41 0.97
H -3.77 1.43 0.31
H -3.55 0.63 1.87
H -5.34 -2.19 0.39
H -4.23 -2.30 1.78
H -3.88 -3.22 0.30
C -0.28 -7.90 5.55
C -0.02 -6.88 4.47
C 1.20 -6.23 4.37
C 1.47 -5.29 3.37
C 2.84 -4.67 3.35
C 0.46 -4.99 2.44
Te 0.90 -3.62 0.87
N 2.04 -2.19 -1.40
C 2.76 -1.13 -1.07
O 2.35 0.05 -0.91
C 4.21 -1.47 -0.92
C 4.65 -2.24 0.15
C 5.98 -2.63 0.23
C 6.88 -2.25 -0.77
C 6.44 -1.46 -1.83
C 5.11 -1.07 -1.90
C 0.60 -5.01 -0.71
C 1.64 -5.93 -0.98
C 2.87 -6.04 -0.12
C 1.54 -6.75 -2.10
C 0.44 -6.70 -2.95
C 0.38 -7.55 -4.20
C -0.57 -5.81 -2.65
C -0.51 -4.95 -1.55
C -1.66 -4.00 -1.38
C -0.79 -5.62 2.54
C -1.92 -5.31 1.59
C -1.01 -6.56 3.55
H 0.57 -7.99 6.22
H -0.47 -8.89 5.11
H -1.15 -7.64 6.15
H 1.98 -6.46 5.09
H 3.50 -5.20 4.03
H 2.83 -3.62 3.64
H 3.28 -4.71 2.35
H 3.95 -2.50 0.93
H 6.32 -3.23 1.06
H 7.91 -2.57 -0.72
H 7.14 -1.16 -2.60
H 4.76 -0.46 -2.73
H 3.41 -5.09 -0.09
H 3.54 -6.80 -0.52
H 2.61 -6.31 0.91
H 2.35 -7.44 -2.31
H 1.15 -8.33 -4.18
H 0.55 -6.93 -5.09
H -0.59 -8.02 -4.31
H -1.44 -5.74 -3.31
H -1.65 -3.27 -2.20
H -1.61 -3.44 -0.46
H -2.61 -4.54 -1.43
H -2.04 -4.23 1.48
H -2.86 -5.73 1.96
H -1.73 -5.71 0.60
H -1.98 -7.04 3.61
*
```